<one>
Molecular formula: C5H15N2
Method: DFT, ωB97M-V/def2-TZVPD

## Properties
Net charge: +1
Spin multiplicity: 1
HOMO-LUMO gap, eV: 11.21
SMILES: CC(C)[C@@H]([NH3+])CN

```
22
C5H15N2 | the OMol25 dataset | ωB97M-V/def2-TZVPD
C 1.881 -0.254 -1.486
C 0.605 -0.654 -0.808
C -0.616 -1.157 -1.706
C 0.051 0.417 0.206
N -1.310 0.938 -0.024
C -0.084 -0.105 1.740
N -0.782 0.968 2.556
H 2.115 -0.997 -2.282
H 1.978 0.769 -1.841
H 2.921 -0.356 -0.904
H 1.003 -1.400 -0.061
H -0.408 -2.102 -2.214
H -1.346 -1.518 -0.964
H -0.811 -0.243 -2.273
H 0.668 1.318 0.162
H -1.655 1.432 0.856
H -1.417 1.691 -0.733
H -2.079 0.262 -0.244
H -0.480 -1.012 1.997
H 1.025 -0.351 1.809
H -0.151 1.759 2.784
H -1.110 0.595 3.430
```

=====

<two>
Molecular formula: C5H15N2
Method: DFT, ωB97M-V/def2-TZVPD

## Properties
Net charge: +1
Spin multiplicity: 1
HOMO-LUMO gap, eV: 5.51

```
22
C5H15N2 | the OMol25 dataset | ωB97M-V/def2-TZVPD
N 1.673 -1.054 -0.316
C 1.452 -0.345 0.932
C 1.351 -1.288 2.144
C 0.140 0.461 0.766
N -0.103 0.804 -0.580
C -1.311 1.501 -0.748
C -2.586 0.617 -1.008
H 2.625 -1.351 -0.454
H 0.477 -0.937 -2.736
H 0.560 -0.423 -3.277
H 2.318 0.340 0.981
H 0.617 -0.938 2.877
H 1.020 -2.263 1.785
H 2.261 -1.437 2.720
H 0.176 1.381 1.372
H -0.602 -0.237 1.189
H 1.296 -0.450 -1.030
H -1.263 2.173 -1.620
H -1.428 2.191 0.092
H -2.889 0.659 -2.045
H -2.406 -0.403 -0.679
H -3.377 0.996 -0.366
```

=====

<three>
Molecular formula: C5H15N2
Method: DFT, ωB97M-V/def2-TZVPD

## Properties
Net charge: +1
Spin multiplicity: 1
HOMO-LUMO gap, eV: 5.44

```
22
C5H15N2 | the OMol25 dataset | ωB97M-V/def2-TZVPD
N 0.379 1.862 -1.351
C -0.598 1.570 -0.318
C -1.768 2.538 -0.402
C -1.053 0.145 -0.608
N -0.019 -0.756 -0.402
C -0.179 -2.069 -0.823
C 2.352 -1.923 2.335
H 1.402 -2.214 1.884
H 0.995 1.084 -1.564
H 0.949 2.674 -1.150
H -0.177 1.592 0.698
H -2.555 2.277 0.308
H -2.182 2.525 -1.410
H -1.439 3.550 -0.181
H -1.451 0.062 -1.645
H -1.891 -0.168 0.040
H -0.401 -2.087 -1.910
H -1.092 -2.480 -0.367
H 0.690 -2.683 -0.587
H 2.963 -2.809 2.495
H 2.887 -1.258 1.665
H 2.188 -1.432 3.294
```

=====

<four>
Molecular formula: C5H15N2
Method: DFT, ωB97M-V/def2-TZVPD

## Properties
Net charge: +1
Spin multiplicity: 1
HOMO-LUMO gap, eV: 11.47
SMILES: CC[N@@H+](C)CCN

```
22
C5H15N2 | the OMol25 dataset | ωB97M-V/def2-TZVPD
C -0.177 2.338 0.961
C 0.267 1.168 0.119
N -0.457 -0.138 0.244
C -1.925 -0.025 0.461
C -0.254 -0.964 -1.048
C 1.167 -1.510 -1.119
N 1.615 -1.838 0.244
H 0.209 3.249 0.504
H 0.148 2.369 1.983
H -1.261 2.439 0.982
H 1.321 0.940 0.255
H 0.214 1.481 -0.919
H -0.005 -0.767 0.926
H -2.347 -0.988 0.717
H -2.100 0.700 1.253
H -2.380 0.361 -0.443
H -0.438 -0.241 -1.840
H -1.001 -1.752 -0.972
H 1.086 -2.436 -1.688
H 1.885 -0.864 -1.604
H 2.040 -1.032 0.701
H 2.392 -2.491 0.284
```

=====

Which of them is most stable? Easy: <four>.